Entry 1:
ORCA calculation (ωB97M-V/def2-TZVPD) on a molecular structure, C19H21N9PdS.

Values from the calculation:
- Lowest unoccupied orbital energy: -7.09 eV
- Strongest force on any atom: 0.08 eV/Å
- Energy: -47757.093 eV
- Gap between HOMO and LUMO: 6.768 eV
- Energy relative to the best compared isomer or geometry (same formula, charge and spin): 29.4 kcal/mol
- HOMO energy: -13.9 eV

```
! wB97M-V def2-TZVPD RIJCOSX def2/J DEFGRID3
* xyz 2 1
Pd -0.05 0.05 0.03
C 2.13 1.84 -1.03
N 1.51 1.48 0.29
C 2.49 1.02 1.32
C 2.46 -0.46 1.47
N 1.40 -1.17 1.19
C 1.71 -2.49 1.53
C 0.97 -3.66 1.45
C 1.57 -4.83 1.88
C 2.88 -4.84 2.38
C 3.63 -3.68 2.47
C 3.02 -2.51 2.03
N 3.47 -1.20 1.98
C 1.91 0.76 -2.04
N 0.90 -0.06 -1.98
C 0.97 -0.86 -3.13
C 0.15 -1.89 -3.58
C 0.49 -2.49 -4.77
C 1.61 -2.07 -5.51
C 2.43 -1.05 -5.08
C 2.08 -0.45 -3.87
N 2.66 0.58 -3.15
H 3.19 2.06 -0.90
H 1.65 2.75 -1.39
H 1.11 2.34 0.64
H 2.20 1.47 2.27
H 3.49 1.39 1.08
H -0.04 -3.66 1.07
H 1.02 -5.76 1.83
H 3.31 -5.77 2.70
H 4.64 -3.69 2.85
H 4.37 -0.87 2.27
H -0.71 -2.21 -3.02
H -0.12 -3.29 -5.16
H 1.84 -2.57 -6.45
H 3.29 -0.73 -5.65
H 3.47 1.11 -3.41
C -4.88 1.99 1.45
C -4.39 0.69 0.93
N -5.10 -0.36 0.68
N -4.21 -1.29 0.22
C -2.96 -0.85 0.18
S -1.54 -1.64 -0.32
N -3.05 0.42 0.63
N -1.93 1.26 0.74
H -5.95 1.91 1.60
H -4.68 2.80 0.75
H -4.42 2.23 2.41
H -4.54 -2.20 -0.05
H -2.09 2.08 0.17
H -1.85 1.55 1.71
*
```

Entry 2:
ORCA calculation (ωB97M-V/def2-TZVPD) on a molecular structure, C19H21NO6 at a distorted geometry.

Values from the calculation:
- Lowest unoccupied orbital energy: 0.49 eV
- Strongest force on any atom: 17.39 eV/Å
- Energy: -33803.914 eV
- Gap between HOMO and LUMO: 8.693 eV
- Energy relative to the best compared isomer or geometry (same formula, charge and spin): 379.4 kcal/mol
- HOMO energy: -8.2 eV

```
! wB97M-V def2-TZVPD RIJCOSX def2/J DEFGRID3
* xyz 0 1
C 5.46 1.38 2.62
H 4.65 1.19 3.41
O 4.65 1.91 1.39
C 3.81 1.23 0.85
C 3.47 0.13 1.27
C 2.63 -0.77 0.60
C 2.06 -0.26 -0.40
C 2.25 1.16 -1.05
C 3.25 1.86 -0.36
O 3.58 3.08 -0.54
C 3.10 3.57 -1.85
H 3.30 3.18 -2.77
H 1.91 4.02 -1.47
H 3.51 4.58 -1.80
H 1.74 1.63 -1.87
C 0.95 -1.09 -1.19
N -0.39 -0.91 -0.33
C -1.15 -2.03 -0.33
O -1.09 -3.14 -0.96
C -2.47 -1.81 0.33
O -2.45 -0.36 0.87
C -3.41 -0.15 1.61
C -3.41 1.14 2.17
C -4.38 1.63 2.99
C -5.74 1.18 2.78
C -5.90 -0.16 2.44
C -4.78 -0.58 1.87
H -4.95 -1.73 1.12
H -6.64 -0.73 2.61
H -6.51 1.48 3.70
H -4.39 2.72 3.30
H -2.50 1.89 2.08
H -3.34 -1.78 -0.48
H -2.70 -2.40 1.11
H -0.64 -0.02 -0.10
H 1.11 -2.24 -1.42
C 0.49 -0.48 -2.83
H 1.55 -0.88 -3.18
C -0.44 -1.59 -3.32
O -1.51 -1.47 -3.39
O 0.06 -2.78 -3.55
H -0.39 -3.54 -3.89
H 0.25 0.43 -2.73
H 2.37 -1.72 0.93
H 4.09 -0.52 1.94
H 6.02 2.25 2.95
H 5.99 0.57 2.42
*
```

Entry 3:
ORCA calculation (ωB97M-V/def2-TZVPD) on a molecular structure, C19H22ClIN5OSn at a distorted geometry.

Values from the calculation:
- Lowest unoccupied orbital energy: -3.18 eV
- Strongest force on any atom: 2.56 eV/Å
- Energy: -56005.391 eV
- Gap between HOMO and LUMO: 6.592 eV
- Energy relative to the best compared isomer or geometry (same formula, charge and spin): 7.6 kcal/mol
- HOMO energy: -9.8 eV

```
! wB97M-V def2-TZVPD RIJCOSX def2/J DEFGRID3
* xyz 1 1
Sn 0.11 -0.34 -0.08
N 1.14 -1.86 -1.35
C 0.99 -1.68 -2.86
C 0.51 -0.32 -3.28
N -0.39 0.23 -2.27
C -1.90 0.01 -2.50
C -2.43 -1.35 -2.18
N -2.05 -1.78 -0.77
H 2.10 -1.74 -1.05
H 0.90 -2.79 -1.12
H 0.31 -2.49 -3.10
H 1.94 -1.89 -3.34
H 0.03 -0.44 -4.26
H 1.35 0.37 -3.41
H -0.29 1.24 -2.21
H -2.14 0.30 -3.53
H -2.34 0.66 -1.77
H -2.00 -2.13 -2.85
H -3.54 -1.31 -2.24
H -2.31 -2.77 -0.68
H -2.61 -1.33 -0.05
Cl 4.79 -0.80 5.31
C 3.95 -0.42 3.82
C 4.59 0.34 2.95
C 3.96 0.64 1.71
I 4.81 2.19 0.63
C 2.74 0.09 1.38
O 2.01 0.28 0.28
C 2.12 -0.80 2.30
N 0.96 -1.43 1.96
C 0.38 -2.24 2.83
C 0.91 -2.53 4.09
C 2.12 -1.98 4.40
C 2.70 -1.00 3.58
H 5.58 0.68 3.16
H -0.58 -2.62 2.54
H 0.32 -3.19 4.75
H 2.63 -2.20 5.33
N -1.35 0.77 0.68
C -1.91 1.88 0.03
C -3.32 1.92 -0.26
C -3.96 2.99 -0.86
C -3.26 4.13 -1.27
C -1.93 4.20 -0.81
C -1.31 3.13 -0.18
H -3.91 1.10 0.06
H -5.03 3.00 -0.94
H -3.77 4.94 -1.79
H -1.32 5.08 -0.96
H -0.31 3.25 0.20
*
```

Entry 4:
ORCA calculation (ωB97M-V/def2-TZVPD) on C19H22ClN3O2 in the gas phase at a distorted geometry.

Values from the calculation:
- Lowest unoccupied orbital energy: 0.61 eV
- Strongest force on any atom: 1.52 eV/Å
- Energy: -41147.277 eV
- Gap between HOMO and LUMO: 9.546 eV
- Energy relative to the best compared isomer or geometry (same formula, charge and spin): 71.8 kcal/mol
- Structure (SMILES): C=C(C)CNC(=O)CCc1nnc(C2(c3ccc(Cl)cc3)CCC2)o1
- HOMO energy: -8.9 eV

```
! wB97M-V def2-TZVPD RIJCOSX def2/J DEFGRID3
* xyz 0 1
C 0.13 2.11 -1.64
C 0.82 2.77 -0.73
C 2.10 3.48 -1.04
H 2.89 3.14 -0.38
H 2.40 3.31 -2.07
H 1.99 4.56 -0.89
C 0.39 2.87 0.71
N -1.02 2.67 0.92
C -1.53 1.68 1.69
O -0.83 0.89 2.29
C -3.05 1.66 1.75
H -3.44 2.67 1.93
H -3.34 1.02 2.59
C -3.66 1.09 0.45
C -3.08 -0.24 0.18
N -3.58 -1.40 0.47
N -2.68 -2.33 0.09
C -1.67 -1.69 -0.42
O -1.87 -0.36 -0.40
C -0.44 -2.26 -1.02
C 0.74 -1.43 -0.58
C 0.88 -1.18 0.78
C 1.93 -0.44 1.27
C 2.86 0.07 0.38
C 2.76 -0.17 -0.97
C 1.69 -0.92 -1.45
H 1.63 -1.09 -2.51
H 3.49 0.23 -1.65
Cl 4.18 1.02 0.98
H 2.01 -0.25 2.33
H 0.15 -1.57 1.47
C -0.60 -2.61 -2.52
H -1.65 -2.61 -2.81
H -0.05 -1.99 -3.23
C -0.07 -4.02 -2.25
H 0.98 -4.13 -2.53
H -0.65 -4.83 -2.67
C -0.24 -3.77 -0.74
H -1.14 -4.22 -0.33
H 0.61 -4.02 -0.11
H -4.73 0.99 0.56
H -3.43 1.75 -0.39
H -1.65 3.28 0.42
H 0.68 3.85 1.11
H 0.90 2.10 1.30
H 0.46 2.04 -2.66
H -0.77 1.58 -1.39
*
```

Entry 5:
ORCA calculation (ωB97M-V/def2-TZVPD) on C19H22ClNO3 in the gas phase.

Values from the calculation:
- Lowest unoccupied orbital energy: -0.25 eV
- Strongest force on any atom: 0.84 eV/Å
- Energy: -40215.602 eV
- Gap between HOMO and LUMO: 8.298 eV
- Energy relative to the best compared isomer or geometry (same formula, charge and spin): 25.2 kcal/mol
- Structure (SMILES): O=C(COC(=O)/C=C/c1cccc(Cl)c1)NCCC1=CCCCC1
- HOMO energy: -8.5 eV

```
! wB97M-V def2-TZVPD RIJCOSX def2/J DEFGRID3
* xyz 0 1
O 2.67 1.51 1.40
C 3.23 1.74 0.36
N 4.44 1.25 0.01
H 4.79 1.41 -0.92
C 5.18 0.34 0.85
H 6.18 0.75 1.03
H 4.64 0.29 1.80
C 5.30 -1.07 0.24
C 3.95 -1.73 0.12
C 3.35 -2.26 1.18
C 1.99 -2.89 1.16
C 1.25 -2.56 -0.13
C 2.18 -2.76 -1.32
C 3.31 -1.73 -1.24
H 4.06 -1.93 -2.01
H 2.88 -0.74 -1.43
H 1.64 -2.63 -2.26
H 2.60 -3.77 -1.30
H 0.37 -3.20 -0.23
H 0.93 -1.52 -0.12
H 1.42 -2.53 2.02
H 2.10 -3.97 1.27
H 3.85 -2.26 2.14
H 5.95 -1.65 0.90
H 5.78 -0.99 -0.74
C 2.63 2.69 -0.69
H 2.82 2.32 -1.71
H 3.04 3.69 -0.57
O 1.24 2.81 -0.48
C 0.53 1.69 -0.70
O 1.02 0.70 -1.20
C -0.87 1.84 -0.30
C -1.72 0.81 -0.42
C -3.12 0.79 -0.05
C -3.83 -0.40 -0.23
C -5.17 -0.47 0.11
C -5.84 0.64 0.61
C -5.13 1.82 0.78
C -3.80 1.90 0.46
H -3.27 2.83 0.60
H -5.65 2.69 1.18
H -6.88 0.57 0.87
Cl -6.03 -1.95 -0.12
H -3.33 -1.28 -0.62
H -1.32 -0.11 -0.82
H -1.14 2.81 0.09
*
```

Entry 6:
ORCA calculation (ωB97M-V/def2-TZVPD) on a gas-phase ion, C19H22F3N2O3 (charge +1).

Values from the calculation:
- Lowest unoccupied orbital energy: -2.20 eV
- Strongest force on any atom: 0.83 eV/Å
- Energy: -37329.907 eV
- Gap between HOMO and LUMO: 9.111 eV
- Structure (SMILES): COc1ccc(C[N@@H+](C)CC(=O)Nc2ccccc2C(F)(F)F)c(OC)c1
- HOMO energy: -11.3 eV

```
! wB97M-V def2-TZVPD RIJCOSX def2/J DEFGRID3
* xyz 1 1
C 5.18 3.04 -1.15
H 5.56 2.44 -1.98
H 5.85 3.88 -0.99
H 4.18 3.42 -1.39
O 5.17 2.31 0.06
C 4.45 1.19 0.16
C 4.55 0.51 1.38
C 3.84 -0.66 1.57
C 3.04 -1.18 0.57
C 2.94 -0.50 -0.65
C 3.64 0.68 -0.85
H 3.55 1.19 -1.79
O 2.10 -1.08 -1.57
C 1.88 -0.43 -2.81
H 2.80 -0.34 -3.38
H 1.43 0.55 -2.65
H 1.18 -1.06 -3.34
C 2.26 -2.46 0.74
H 2.43 -2.89 1.73
N 0.81 -2.20 0.55
C 0.02 -3.44 0.42
H 0.39 -4.01 -0.43
H -1.02 -3.19 0.25
H 0.12 -4.04 1.33
C 0.24 -1.28 1.55
H -0.31 -1.83 2.32
H 1.05 -0.70 2.01
C -0.68 -0.32 0.77
O -0.54 -0.24 -0.43
N -1.57 0.35 1.50
C -2.57 1.18 0.92
C -2.68 2.50 1.35
C -3.62 3.35 0.80
C -4.47 2.88 -0.20
C -4.39 1.57 -0.61
C -3.45 0.71 -0.05
C -3.48 -0.73 -0.52
F -4.74 -1.14 -0.72
F -2.95 -1.61 0.37
F -2.83 -0.93 -1.67
H -5.06 1.19 -1.37
H -5.20 3.54 -0.64
H -3.69 4.37 1.14
H -2.00 2.86 2.12
H -1.52 0.34 2.51
H 0.73 -1.67 -0.36
H 2.57 -3.18 -0.02
H 3.93 -1.19 2.51
H 5.18 0.91 2.14
*
```

Entry 7:
ORCA calculation (ωB97M-V/def2-TZVPD) on 3 unconnected molecules or ions with the total composition C19H22F3NO5S2 at a distorted geometry.

Values from the calculation:
- Lowest unoccupied orbital energy: 0.04 eV
- Strongest force on any atom: 2.55 eV/Å
- Energy: -61607.780 eV
- Gap between HOMO and LUMO: 9.144 eV
- Structure (SMILES): [H]/N=C/C[C@H]1C[C@@](F)(S(C)(=O)=O)CS(=O)(=O)O1.Fc1ccccc1.Fc1ccccc1
- HOMO energy: -9.1 eV

```
! wB97M-V def2-TZVPD RIJCOSX def2/J DEFGRID3
* xyz 0 1
C -2.10 -0.14 -6.07
S -0.55 0.64 -6.45
O -0.01 -0.01 -7.59
O -0.73 2.03 -6.64
C 0.63 0.38 -5.07
F 1.73 1.11 -5.41
C 1.04 -1.09 -5.04
C 1.24 -1.82 -3.69
C 0.18 -2.94 -3.51
C -1.07 -2.56 -2.82
N -1.42 -1.38 -2.56
O 1.37 -1.08 -2.47
S 1.13 0.49 -2.41
O 0.43 0.77 -1.22
O 2.36 1.18 -2.46
C 0.10 1.00 -3.77
H -1.97 -1.20 -5.89
H -2.63 0.37 -5.28
H -2.68 -0.03 -6.97
H 0.31 -1.65 -5.60
H 1.93 -1.16 -5.63
H 2.16 -2.39 -3.78
H 0.67 -3.68 -2.88
H -0.03 -3.45 -4.45
H -1.74 -3.38 -2.57
H -2.32 -1.39 -2.08
H -0.95 0.83 -3.59
H 0.26 2.06 -3.86
F 1.02 -2.85 3.96
C 1.34 -1.60 3.56
C 1.87 -0.73 4.48
C 2.20 0.56 4.07
C 1.99 0.95 2.76
C 1.45 0.05 1.85
C 1.12 -1.24 2.25
H 2.02 -1.05 5.51
H 2.63 1.26 4.78
H 2.24 1.95 2.44
H 1.27 0.35 0.82
H 0.71 -1.96 1.55
F -0.91 4.51 7.19
C -1.17 3.20 7.00
C -1.76 2.49 8.03
C -2.04 1.14 7.83
C -1.71 0.53 6.63
C -1.12 1.27 5.61
C -0.85 2.62 5.80
H -1.99 2.98 8.96
H -2.50 0.57 8.62
H -1.93 -0.52 6.48
H -0.87 0.79 4.68
H -0.39 3.21 5.01
*
```

Entry 8:
ORCA calculation (ωB97M-V/def2-TZVPD) on C19H22F4N2O2S in the gas phase at a distorted geometry.

Values from the calculation:
- Lowest unoccupied orbital energy: 0.56 eV
- Strongest force on any atom: 2.21 eV/Å
- Energy: -48842.284 eV
- Gap between HOMO and LUMO: 9.158 eV
- Energy relative to the best compared isomer or geometry (same formula, charge and spin): 20.1 kcal/mol
- Structure (SMILES): C[C@@](F)(C(=O)N[C@H]1CN(C(=O)C2CCSCC2)Cc2ccccc21)C(F)(F)F
- HOMO energy: -8.6 eV

```
! wB97M-V def2-TZVPD RIJCOSX def2/J DEFGRID3
* xyz 0 1
C -1.11 -3.53 -0.79
C -1.45 -2.10 -1.30
F -2.06 -1.49 -0.27
C -0.16 -1.33 -1.69
O 0.76 -1.93 -2.24
N 0.04 -0.03 -1.43
C -0.88 0.99 -0.93
C -0.88 1.11 0.62
N 0.45 1.60 1.01
C 1.31 0.93 1.81
O 2.30 1.48 2.29
C 1.14 -0.61 1.99
C 2.53 -1.30 2.03
C 2.34 -2.83 1.99
S 1.44 -3.45 3.45
C -0.02 -2.36 3.37
C 0.37 -0.87 3.30
C 0.70 3.01 0.63
C 0.21 3.30 -0.80
C 0.51 4.54 -1.38
C 0.08 4.85 -2.67
C -0.67 3.92 -3.39
C -0.98 2.69 -2.82
C -0.55 2.36 -1.53
C -2.40 -2.15 -2.53
F -3.54 -2.78 -2.23
F -2.73 -0.94 -2.99
F -1.87 -2.82 -3.56
H -0.62 -4.13 -1.56
H -0.44 -3.50 0.07
H -2.01 -4.06 -0.48
H 0.96 0.30 -1.68
H -1.89 0.74 -1.25
H -1.63 1.85 0.93
H -1.19 0.20 1.13
H 0.61 -0.94 1.11
H 3.12 -1.06 1.14
H 3.08 -1.07 2.94
H 1.81 -3.15 1.10
H 3.31 -3.33 1.98
H -0.63 -2.67 2.52
H -0.60 -2.56 4.27
H 0.97 -0.65 4.19
H -0.58 -0.33 3.33
H 0.19 3.67 1.33
H 1.76 3.25 0.70
H 1.09 5.27 -0.84
H 0.32 5.81 -3.11
H -1.00 4.16 -4.39
H -1.54 1.98 -3.40
*
```

Repeat the second record exactly.
ORCA calculation (ωB97M-V/def2-TZVPD) on a molecular structure, C19H21NO6 at a distorted geometry.

Values from the calculation:
- Lowest unoccupied orbital energy: 0.49 eV
- Strongest force on any atom: 17.39 eV/Å
- Energy: -33803.914 eV
- Gap between HOMO and LUMO: 8.693 eV
- Energy relative to the best compared isomer or geometry (same formula, charge and spin): 379.4 kcal/mol
- HOMO energy: -8.2 eV

```
! wB97M-V def2-TZVPD RIJCOSX def2/J DEFGRID3
* xyz 0 1
C 5.46 1.38 2.62
H 4.65 1.19 3.41
O 4.65 1.91 1.39
C 3.81 1.23 0.85
C 3.47 0.13 1.27
C 2.63 -0.77 0.60
C 2.06 -0.26 -0.40
C 2.25 1.16 -1.05
C 3.25 1.86 -0.36
O 3.58 3.08 -0.54
C 3.10 3.57 -1.85
H 3.30 3.18 -2.77
H 1.91 4.02 -1.47
H 3.51 4.58 -1.80
H 1.74 1.63 -1.87
C 0.95 -1.09 -1.19
N -0.39 -0.91 -0.33
C -1.15 -2.03 -0.33
O -1.09 -3.14 -0.96
C -2.47 -1.81 0.33
O -2.45 -0.36 0.87
C -3.41 -0.15 1.61
C -3.41 1.14 2.17
C -4.38 1.63 2.99
C -5.74 1.18 2.78
C -5.90 -0.16 2.44
C -4.78 -0.58 1.87
H -4.95 -1.73 1.12
H -6.64 -0.73 2.61
H -6.51 1.48 3.70
H -4.39 2.72 3.30
H -2.50 1.89 2.08
H -3.34 -1.78 -0.48
H -2.70 -2.40 1.11
H -0.64 -0.02 -0.10
H 1.11 -2.24 -1.42
C 0.49 -0.48 -2.83
H 1.55 -0.88 -3.18
C -0.44 -1.59 -3.32
O -1.51 -1.47 -3.39
O 0.06 -2.78 -3.55
H -0.39 -3.54 -3.89
H 0.25 0.43 -2.73
H 2.37 -1.72 0.93
H 4.09 -0.52 1.94
H 6.02 2.25 2.95
H 5.99 0.57 2.42
*
```